Density functional theory data (ωB97M-V/def2-TZVPD) for a cluster of 11 separate species, C19H30Cl20O3 in total in a non-equilibrium geometry.

Element x y z (Å)
C 4.15 4.53 1.18
C 3.67 3.77 -0.15
O 3.30 4.70 -1.18
C 2.55 2.64 0.14
C 1.16 3.22 0.63
C 0.53 2.56 1.72
C -0.83 3.14 2.28
O -1.72 2.48 2.85
C -1.04 4.72 2.12
C -0.42 5.38 1.05
C 0.41 4.48 0.03
O 0.38 4.78 -1.19
H 3.44 5.35 1.53
H 5.12 5.07 0.89
H 4.44 3.81 2.02
H 4.59 3.19 -0.52
H 3.02 4.19 -1.96
H 2.97 2.03 1.02
H 2.49 1.91 -0.73
H 1.00 1.64 2.20
H -1.66 5.29 2.88
H -0.48 6.51 0.86
Cl 0.34 6.73 3.77
C -0.43 8.31 3.56
Cl -2.17 8.15 3.29
H -0.26 8.90 4.46
H 0.02 8.81 2.71
Cl 0.35 -1.13 0.60
C -1.31 -0.53 0.68
Cl -1.69 0.51 -0.69
H -1.99 -1.38 0.68
H -1.43 0.04 1.61
Cl -6.20 3.35 0.96
C -4.95 2.10 0.86
Cl -5.66 0.48 0.84
H -4.38 2.25 -0.05
H -4.30 2.19 1.73
Cl 1.66 -4.68 1.68
C 0.50 -5.39 0.55
Cl -1.05 -4.55 0.62
H 0.90 -5.30 -0.46
H 0.35 -6.43 0.80
Cl -0.16 -7.98 -1.19
C -1.18 -7.34 -2.48
Cl -0.33 -6.11 -3.42
H -1.47 -8.15 -3.15
H -2.07 -6.89 -2.04
Cl 3.55 -2.74 -0.26
C 4.81 -3.98 -0.35
Cl 4.12 -5.60 -0.37
H 5.39 -3.83 -1.26
H 5.46 -3.88 0.51
Cl -2.96 6.46 -3.97
C -1.71 5.20 -4.07
Cl -2.43 3.59 -4.14
H -1.12 5.37 -4.98
H -1.07 5.27 -3.20
Cl -4.36 -1.21 -1.63
C -5.37 -0.56 -2.92
Cl -4.50 0.67 -3.84
H -5.66 -1.36 -3.59
H -6.26 -0.10 -2.48
Cl 8.02 -8.33 -0.73
C 6.36 -8.55 -1.30
Cl 5.76 -10.17 -0.92
H 5.72 -7.82 -0.80
H 6.32 -8.40 -2.37
Cl -4.80 -6.45 0.29
C -3.98 -6.16 1.84
Cl -4.17 -7.54 2.93
H -2.92 -6.00 1.65
H -4.41 -5.28 2.30

Properties
Lowest unoccupied orbital energy, eV: -1.3
Total charge: 0
E_HOMO, eV: -10.0
Calculated total energy, a.u.: -10171.37523

These are the Mulliken partial charges, in e, on atoms 1 to 5: C -1.16; C 0.12; O -0.54; C -0.81; C 1.01